{"formula": "C3H10N2S", "method": "wB97M-V/def2-TZVPD", "symbols": ["C", "C", "N", "N", "H", "H", "H", "H", "H", "H", "H", "C", "S", "H", "H", "H"], "coordinates": [[-0.56, -1.01, 1.88], [-0.73, -1.08, 0.57], [0.37, -1.34, -0.32], [-1.58, -0.65, 2.76], [0.45, -1.22, 2.32], [-1.62, -0.74, 0.00], [0.43, -0.26, -1.14], [1.28, -1.40, 0.16], [0.17, -2.16, -0.94], [-2.33, -0.02, 2.39], [-1.22, -0.24, 3.63], [1.15, 2.16, -2.24], [0.12, 0.67, -2.42], [1.70, 2.13, -1.32], [1.85, 2.12, -3.09], [0.51, 3.03, -2.26]], "nbo_charge": [-0.024, -0.135, -0.791, -0.815, 0.192, 0.217, 0.281, 0.397, 0.402, 0.384, 0.376, -0.718, -0.378, 0.198, 0.208, 0.207], "energy_ev": -17086.892, "homo_energy_ev": -7.4, "orbital_gap_ev": 8.05, "total_charge": 0, "fmax_ev_per_a": 1.60, "lumo_energy_ev": 0.7, "relative_energy_kj_mol": 165.18}